Here is a 2-piece molecular cluster, C5H14B3N3O4 overall from the Open Molecules 2025 dataset. Energies are from ωB97M-V/def2-TZVPD.

Its total energy is -739.00997 Eh. Its HOMO-LUMO gap is 9.1 eV.

The geometry in XYZ format:
```
29
Properties=species:S:1:pos:R:3:forces:R:3
H -0.430435 1.810257 0.350574 0.093 0.099 -0.017
N -0.964306 1.041612 -0.054150 -0.157 -0.093 0.051
C -1.342393 0.241550 0.850280 0.095 0.355 0.068
C -1.058718 0.390205 2.320129 0.095 -0.452 -0.440
B 0.456779 0.287516 2.710656 -0.094 -0.166 0.257
O 1.472957 0.054549 1.815655 0.010 -0.263 0.218
B 2.703673 -0.002470 2.451430 0.557 0.145 -0.214
O 3.010839 1.000383 3.343193 -0.272 -0.427 0.228
B 1.940167 1.254646 4.197103 0.210 -0.125 0.359
N 2.006651 2.268531 5.187263 0.218 0.145 -0.776
O 0.817827 0.438557 4.043588 -0.451 0.850 -0.231
H -1.934301 -0.617702 0.544814 -0.007 -0.149 -0.103
H -1.445558 1.346219 2.668707 -0.062 0.108 0.149
H -1.573386 -0.393656 2.875546 -0.161 0.050 0.204
H 3.454211 -0.910308 2.304988 0.033 0.077 -0.341
H 2.846230 2.818666 5.083972 0.098 0.117 0.217
H 1.210640 2.885750 5.228152 -0.211 -0.181 0.468
C -0.723323 -1.173432 -2.449829 -0.043 0.009 -0.193
N -0.970053 -1.022237 -3.871235 0.053 -0.133 0.150
C -0.829801 -2.166149 -4.754322 -0.032 0.122 -0.019
C -1.329291 0.158470 -4.406545 -0.044 0.169 -0.014
O -1.547424 0.339591 -5.589194 -0.002 -0.024 -0.052
H 0.303092 -1.506688 -2.277386 -0.016 -0.006 0.071
H -1.409610 -1.913311 -2.027602 0.043 0.006 0.058
H -0.871601 -0.219306 -1.939274 0.025 -0.156 -0.101
H -0.074131 -1.968867 -5.515345 -0.004 -0.032 -0.020
H -1.771974 -2.371437 -5.263627 0.013 -0.028 -0.023
H -0.537079 -3.034774 -4.170199 0.007 -0.006 0.034
H -1.409684 0.963838 -3.657340 0.004 -0.012 0.011
```
Forces are in eV/Å.

Here is C2H2Cl3NO as an isolated structure from the Open Molecules 2025 dataset. Energies are from ωB97M-V/def2-TZVPD.

Its total energy is -1587.82473 Eh. Its HOMO-LUMO gap is 10.2 eV.

The geometry in XYZ format:
```
9
Properties=species:S:1:pos:R:3:forces:R:3
C 0.016629 0.307353 0.215940 -2.606 -0.947 -0.214
C 1.336521 2.105484 -1.383811 -1.393 -1.118 2.316
N 0.616483 1.560219 0.264845 1.853 2.862 -2.719
O 1.314907 0.429669 0.683531 0.691 -0.430 1.618
Cl 2.506959 0.911815 -1.938434 -0.901 0.313 0.070
Cl -0.143535 2.284528 -2.384626 1.128 -0.043 0.350
Cl 2.146144 3.603442 -1.015594 -0.453 -0.204 -0.118
H -0.953954 0.226689 0.928474 2.592 -0.322 -1.576
H 0.070282 -0.192868 -0.756546 -0.911 -0.110 0.272
```
Forces are in eV/Å.

Here is a 3-piece molecular cluster, C19H19F16NO4 overall from the Open Molecules 2025 dataset. Energies are from ωB97M-V/def2-TZVPD.

Its total energy is -2688.98863 Eh. Its HOMO-LUMO gap is 9.5 eV.

The geometry in XYZ format:
```
59
Properties=species:S:1:pos:R:3:forces:R:3
F 1.727066 -1.473632 -2.101883 -0.163 -0.034 0.197
C 1.047494 -1.430160 -3.261236 0.364 0.053 -0.425
F 1.579288 -0.423295 -3.993958 -0.194 0.029 -0.057
C -0.445777 -1.166612 -3.046376 -0.366 0.211 0.605
F -0.633582 0.047438 -2.483918 0.160 0.049 0.014
F -1.015069 -1.115128 -4.283329 0.175 -0.225 -0.095
C -1.239251 -2.220313 -2.245515 -0.512 -0.408 -0.024
O -1.491138 -1.953719 -0.867352 0.737 0.401 -0.020
C -0.570469 -2.305765 0.101806 -0.587 -0.547 -0.757
F 0.420693 -3.052224 -0.417037 0.203 0.139 0.148
F -1.220158 -3.095825 0.986023 0.082 0.158 0.220
C -0.044976 -1.082650 0.856837 0.017 0.486 0.289
F 0.573286 -0.223210 0.028191 0.009 -0.137 -0.172
F 0.860458 -1.475826 1.787137 -0.101 -0.185 -0.042
H 1.204653 -2.367260 -3.802509 -0.097 -0.027 0.018
H -2.233822 -2.225700 -2.690636 0.020 0.162 0.016
H -0.853337 -3.227958 -2.399080 0.291 0.093 0.060
H -0.860122 -0.553301 1.353948 -0.090 -0.154 -0.001
F 3.000958 -6.139091 4.544072 -0.045 0.181 0.152
C 3.232584 -5.705975 3.292384 0.049 -0.411 -0.328
F 4.274575 -6.426982 2.811869 0.040 0.169 -0.094
C 3.582008 -4.215723 3.249228 0.240 0.520 0.536
F 4.734324 -3.984605 3.914835 -0.008 -0.176 0.049
F 3.822939 -3.912630 1.941563 -0.252 -0.195 -0.106
C 2.508885 -3.219454 3.734974 -0.322 0.463 -0.136
O 2.634613 -2.711352 5.062583 0.331 -0.760 0.199
C 2.103075 -3.401170 6.137208 -0.422 0.472 -0.935
F 1.347807 -4.434566 5.724849 0.109 -0.176 0.195
F 1.268452 -2.546531 6.770509 0.131 -0.033 0.243
C 3.185274 -3.829922 7.131156 0.321 -0.023 0.374
F 4.084153 -4.645731 6.550093 -0.079 -0.012 -0.170
F 2.621519 -4.507111 8.157768 -0.169 0.078 -0.063
H 2.356164 -5.918814 2.673861 -0.022 0.101 -0.005
H 2.632418 -2.337355 3.110355 0.184 -0.034 0.039
H 1.498074 -3.571043 3.529585 0.057 -0.263 0.120
H 3.711327 -2.957600 7.524241 -0.111 0.082 -0.051
C 1.275405 4.157870 -2.216842 -0.712 0.176 -0.647
C -0.135434 4.633282 -2.553319 1.858 0.198 0.703
C -0.324714 5.995054 -2.690047 -0.011 0.319 -0.019
C -1.570794 6.452306 -3.034107 0.148 0.707 -0.099
C -2.596334 5.559031 -3.224574 -1.351 0.827 -0.395
C -2.438592 4.209417 -3.055556 -0.206 -0.705 -0.125
C -3.558732 3.198929 -3.215663 0.357 -0.373 0.021
N -4.342588 3.098193 -1.964869 -0.534 0.832 -1.176
C -5.076096 4.256725 -1.608469 -0.534 0.078 2.453
O -5.252204 4.525847 -0.434093 0.181 -0.166 -1.401
O -5.636655 5.049545 -2.581417 1.268 -0.594 -0.276
C -1.173212 3.764375 -2.719182 -0.239 -0.987 0.015
H 1.261886 3.263735 -1.591689 0.152 0.141 -0.004
H 1.809091 4.988588 -1.752729 0.135 -0.321 0.143
H 1.762915 3.932295 -3.173181 0.176 -0.133 0.285
H 0.490845 6.693194 -2.531815 -0.004 -0.119 -0.015
H -1.752813 7.513104 -3.175915 0.022 -0.090 0.039
H -3.554742 5.974003 -3.523486 0.044 -0.232 -0.055
H -4.155955 3.364309 -4.120700 -0.038 0.250 0.227
H -3.065636 2.227684 -3.339571 -0.224 0.078 0.012
H -4.969928 2.301055 -1.968668 0.168 -0.075 0.204
H -5.414894 5.952369 -2.314491 -0.548 0.062 0.113
H -0.985206 2.699884 -2.591865 -0.090 0.079 0.002
```
Forces are in eV/Å.

no.,LUMO energy (Eh),HOMO energy (Ha)
1,0.006,-0.32942
2,0.014,-0.35997
3,0.011,-0.33946